Entry 1:
{"formula": "C33H29BrHgNO3SSb", "method": "ωB97M-V with the def2-TZVPD basis set", "e_homo_ha": [-0.1695, -0.1661], "multiplicity": 2, "total_charge": -1, "gap_ev": [6.58, 6.47], "species": ["Hg", "O", "C", "C", "C", "N", "C", "Br", "C", "H", "H", "H", "H", "O", "C", "O", "C", "C", "C", "C", "C", "C", "S", "H", "H", "H", "H", "C", "C", "C", "C", "C", "C", "C", "Sb", "C", "C", "C", "C", "C", "C", "C", "C", "C", "C", "C", "C", "C", "C", "H", "H", "H", "H", "H", "H", "H", "H", "H", "H", "H", "H", "H", "H", "H", "H", "H", "H", "H", "H", "H"], "coordinates": [[-1.71657, 0.28846, -1.55261], [-4.69976, 2.23911, 4.89011], [-4.16561, 1.77388, 3.72955], [-4.27289, 2.46015, 2.52536], [-3.68794, 1.89783, 1.40610], [-3.02937, 0.73914, 1.42272], [-2.95380, 0.10859, 2.57407], [-2.04493, -1.55016, 2.56266], [-3.49193, 0.56614, 3.76765], [-5.14534, 3.07452, 4.72124], [-4.79555, 3.41041, 2.46288], [-3.73783, 2.39592, 0.44009], [-3.39804, 0.00962, 4.68955], [-0.39161, -4.44862, -2.82968], [-1.33206, -3.63436, -2.80321], [-1.29549, -2.40399, -2.46467], [-2.71617, -4.12513, -3.18264], [-2.93085, -5.05588, -4.19060], [-4.21849, -5.46822, -4.51158], [-5.29875, -4.95265, -3.80073], [-5.09374, -4.00693, -2.80661], [-3.79700, -3.57625, -2.49876], [-3.51301, -2.34856, -1.29006], [-2.06511, -5.45580, -4.70602], [-4.38109, -6.18204, -5.31169], [-6.30829, -5.27533, -4.03127], [-5.93683, -3.59009, -2.26479], [3.64549, 3.12128, 1.27769], [3.72560, 1.87149, 2.12237], [4.80509, 1.74861, 3.00296], [4.96756, 0.63959, 3.82061], [4.03143, -0.38176, 3.77387], [2.95240, -0.26908, 2.90751], [2.77754, 0.83606, 2.06667], [1.01385, 0.51509, 0.80157], [0.97877, 2.32746, -0.36249], [1.37169, 2.35303, -1.70004], [1.19856, 3.49447, -2.47486], [0.61268, 4.62049, -1.91662], [0.20194, 4.59775, -0.58884], [0.37271, 3.46200, 0.19896], [-0.10568, 3.46109, 1.63337], [2.13345, -0.73108, -0.53663], [3.32845, -0.28067, -1.10236], [4.02633, -1.06688, -2.00834], [3.51747, -2.31197, -2.36140], [2.34920, -2.78042, -1.77856], [1.65178, -2.01493, -0.84170], [0.43824, -2.60485, -0.16069], [4.57004, 3.69452, 1.36155], [2.82252, 3.76694, 1.59347], [3.47692, 2.89358, 0.22572], [5.54124, 2.54595, 3.03735], [5.82075, 0.57468, 4.48591], [4.13763, -1.25747, 4.40365], [2.22412, -1.07696, 2.87959], [1.80438, 1.46744, -2.15173], [1.50653, 3.49618, -3.51470], [0.46196, 5.51192, -2.51474], [-0.27158, 5.47468, -0.15801], [-0.45479, 4.45008, 1.93175], [0.69000, 3.15979, 2.32387], [-0.93105, 2.75350, 1.76538], [3.72346, 0.69455, -0.83132], [4.95064, -0.70554, -2.44393], [4.03582, -2.92193, -3.09166], [1.94481, -3.74672, -2.05751], [0.17120, -3.56115, -0.60912], [-0.43735, -1.96333, -0.26453], [0.63621, -2.74725, 0.90893]], "forces_ev_per_a": [[0.040, 0.175, -0.129], [0.021, -0.044, -0.013], [-0.018, 0.016, 0.077], [-0.040, 0.117, -0.065], [0.080, -0.039, -0.080], [-0.081, 0.000, 0.049], [-0.026, 0.093, -0.013], [-0.026, -0.058, 0.032], [0.042, -0.083, 0.050], [-0.019, 0.047, -0.009], [0.044, -0.090, -0.003], [0.018, -0.049, 0.088], [0.000, 0.026, -0.049], [-0.250, 0.514, -0.129], [0.144, -0.302, -0.098], [-0.115, -0.474, -0.033], [0.127, 0.041, -0.096], [-0.008, -0.084, 0.124], [0.055, 0.025, 0.004], [0.087, 0.059, 0.027], [0.031, -0.025, 0.057], [-0.304, 0.060, -0.091], [-0.001, -0.001, 0.017], [-0.031, -0.003, 0.021], [0.009, 0.012, 0.051], [0.028, 0.014, -0.004], [0.053, -0.018, -0.052], [-0.018, -0.078, 0.018], [0.034, -0.034, 0.036], [-0.050, -0.029, -0.017], [-0.047, 0.024, -0.044], [-0.031, 0.042, -0.034], [0.024, 0.078, 0.001], [-0.013, -0.024, 0.036], [0.272, 0.060, 0.161], [-0.030, 0.028, -0.110], [-0.056, 0.065, 0.080], [-0.003, 0.000, 0.046], [-0.002, -0.037, 0.041], [0.013, -0.044, -0.006], [0.038, -0.016, -0.009], [0.042, -0.064, -0.099], [-0.073, -0.076, -0.095], [-0.050, -0.095, 0.021], [-0.074, -0.016, 0.011], [-0.034, 0.074, 0.080], [0.046, -0.033, 0.019], [-0.013, 0.088, 0.039], [0.132, 0.054, 0.046], [-0.015, -0.010, 0.010], [0.015, -0.024, -0.025], [-0.002, -0.004, 0.015], [-0.023, -0.018, -0.002], [-0.019, 0.009, -0.016], [-0.008, 0.018, -0.028], [0.030, 0.022, 0.006], [-0.043, 0.042, 0.020], [-0.016, -0.011, 0.051], [0.007, -0.018, 0.022], [0.026, -0.014, -0.003], [0.004, 0.008, -0.005], [-0.051, 0.022, -0.038], [0.041, 0.025, 0.000], [-0.030, -0.032, -0.006], [-0.005, -0.001, 0.005], [-0.002, -0.010, 0.008], [-0.035, 0.051, -0.017], [0.091, 0.051, 0.031], [0.059, -0.011, 0.061], [0.013, 0.009, -0.043]]}



Entry 2:
{"formula": "C3H3I3N", "method": "ωB97M-V with the def2-TZVPD basis set", "e_homo_ha": -0.1337, "total_charge": -1, "gap_ev": 6.41, "species": ["C", "C", "I", "C", "I", "N", "I", "H", "H", "H"], "coordinates": [[1.48475, -0.08391, 0.20289], [0.13164, 0.33066, -0.26657], [0.10337, 2.30444, -0.98553], [-0.99756, -0.39487, -0.29421], [-0.80407, -2.52884, 0.36961], [-2.18809, -0.04629, -0.71678], [-3.26243, 0.91376, 0.77601], [1.55885, -1.14912, 0.33551], [1.76105, 0.42738, 1.11918], [2.21247, 0.22678, -0.54011]], "forces_ev_per_a": [[0.171, 0.521, -0.424], [0.397, -0.931, 0.290], [-0.209, -0.111, 0.067], [-0.681, 2.075, -0.561], [0.148, -0.839, 0.333], [-0.141, -0.217, 0.071], [0.038, -0.160, -0.097], [-0.044, -0.336, 0.132], [0.003, 0.042, 0.343], [0.318, -0.044, -0.154]]}



Entry 3:
{"formula": "C26H45ClNPSY", "method": "ωB97M-V with the def2-TZVPD basis set", "e_homo_ha": -0.0314, "total_charge": -1, "gap_ev": 2.95, "species": ["Y", "P", "Cl", "C", "H", "H", "C", "C", "C", "H", "C", "H", "H", "C", "H", "H", "C", "H", "H", "C", "H", "H", "H", "H", "C", "C", "H", "C", "H", "H", "C", "H", "H", "C", "H", "H", "C", "H", "H", "H", "H", "C", "H", "C", "H", "H", "C", "H", "H", "C", "H", "H", "C", "H", "H", "H", "H", "C", "C", "H", "C", "H", "C", "H", "H", "C", "H", "H", "C", "H", "H", "H", "H", "S", "C", "N"], "coordinates": [[2.48374, 1.78324, 1.32106], [-0.41200, 0.24022, -2.51896], [1.22698, 3.51607, 0.09498], [-1.26704, -0.52764, -1.04362], [-0.77819, -0.02511, -0.17830], [-2.31539, -0.14101, -1.03088], [1.40208, 0.49840, -2.24246], [-1.10767, 1.94364, -2.47448], [2.27107, 0.06714, -3.42982], [1.49364, 1.59713, -2.15617], [3.74040, 0.44443, -3.19966], [2.21058, -1.02231, -3.56596], [1.92989, 0.52422, -4.37443], [4.27108, -0.10030, -1.87101], [4.34918, 0.07254, -4.03373], [3.82297, 1.54025, -3.21867], [3.36350, 0.32188, -0.69342], [4.31883, -1.19613, -1.89857], [5.29792, 0.25659, -1.71533], [1.89519, -0.08368, -0.89961], [3.77116, -0.08178, 0.25456], [3.44135, 1.45107, -0.66967], [1.66444, -1.20069, -0.86476], [1.24131, 0.28887, -0.07661], [-0.97639, -0.65008, -4.03309], [-2.61211, 1.95384, -2.77747], [-0.92437, 2.23299, -1.42146], [-3.19967, 3.33354, -2.46125], [-2.76635, 1.71047, -3.84303], [-3.15138, 1.19487, -2.19505], [-2.45007, 4.47800, -3.15716], [-4.25182, 3.33817, -2.76306], [-3.17377, 3.48140, -1.37126], [-0.92245, 4.38568, -3.02357], [-2.71535, 4.47652, -4.22523], [-2.79599, 5.43453, -2.74783], [-0.38099, 2.98282, -3.34854], [-0.45425, 5.11602, -3.69530], [-0.61797, 4.64819, -1.99747], [-0.54375, 2.76250, -4.41444], [0.70554, 2.98305, -3.18014], [-0.36613, -2.04856, -4.20112], [-2.06859, -0.76046, -3.87042], [-1.02274, -2.79413, -5.36955], [0.70772, -1.94832, -4.41285], [-0.45608, -2.63837, -3.28260], [-0.93418, -2.00126, -6.68093], [-0.52742, -3.76426, -5.49558], [-2.07420, -3.00033, -5.12558], [-1.38613, -0.54109, -6.54413], [0.11288, -2.00434, -7.01490], [-1.52097, -2.50258, -7.46072], [-0.77220, 0.16148, -5.32351], [-1.10188, 0.01306, -7.44734], [-2.48206, -0.49184, -6.47540], [0.30721, 0.28943, -5.50089], [-1.20688, 1.16621, -5.23873], [0.58532, -2.47524, -0.77791], [-1.20540, -1.90644, -0.87851], [0.85470, -2.86921, -1.77031], [-1.90554, -2.37316, 0.41975], [-1.57378, -2.50201, -1.73602], [-1.02690, -2.09984, 1.63716], [-2.84947, -1.81295, 0.55098], [-2.20576, -3.43373, 0.34396], [0.31152, -2.83252, 1.68618], [-0.81474, -1.02681, 1.71200], [-1.59108, -2.36712, 2.53291], [0.77023, -3.42896, 0.34348], [1.07446, -2.11006, 1.99392], [0.27559, -3.63100, 2.43986], [1.83530, -3.72171, 0.42501], [0.23319, -4.37515, 0.11463], [2.78814, 0.84873, 3.83280], [1.45758, 0.46299, 2.95536], [0.69460, 0.48986, 2.00582]], "forces_ev_per_a": [[0.126, -0.236, 1.096], [-0.390, -0.147, 1.486], [-0.390, 0.784, -0.854], [0.101, 4.695, -0.377], [-0.147, -0.043, -0.385], [0.492, -0.064, -0.272], [0.194, 0.115, 0.119], [0.223, -0.196, -0.241], [0.238, -0.311, -0.241], [-0.240, -0.293, -0.072], [-0.176, 0.016, 0.047], [0.015, 0.231, 0.156], [0.089, -0.074, 0.338], [-0.094, 0.057, 0.301], [-0.079, 0.032, 0.124], [0.055, -0.098, 0.122], [-0.113, 0.390, -0.870], [-0.115, 0.108, -0.042], [-0.207, -0.021, 0.095], [0.919, 1.412, -0.468], [-0.025, 0.071, -0.236], [0.470, -0.441, -0.216], [-0.246, -0.068, 0.275], [0.316, -0.236, -0.454], [0.009, 0.217, -0.151], [-0.048, 0.157, -0.013], [-0.098, -0.122, -0.200], [0.068, -0.010, 0.064], [-0.002, 0.114, 0.232], [0.158, 0.189, -0.178], [0.006, -0.090, -0.148], [0.033, 0.109, 0.089], [0.032, -0.034, -0.201], [-0.017, -0.037, 0.182], [0.031, -0.028, 0.119], [0.040, -0.100, -0.116], [-0.095, 0.280, -0.042], [-0.053, -0.070, 0.150], [-0.051, -0.125, -0.254], [0.031, 0.121, 0.249], [-0.359, -0.031, -0.005], [0.079, -0.275, -0.014], [0.337, 0.034, 0.100], [-0.071, 0.209, -0.029], [-0.261, -0.024, 0.060], [0.108, 0.178, -0.231], [0.137, 0.009, 0.047], [-0.127, 0.116, 0.034], [0.101, 0.045, -0.015], [-0.075, -0.102, 0.124], [-0.102, -0.027, 0.022], [0.131, 0.091, 0.069], [0.069, 0.093, -0.267], [-0.116, -0.066, 0.109], [0.117, -0.042, 0.047], [-0.296, 0.001, 0.057], [0.128, -0.348, -0.036], [-2.730, 1.507, -0.867], [2.993, -6.606, 0.507], [-0.359, -0.489, 0.066], [0.100, 0.119, -0.470], [-0.349, 0.459, 0.331], [-0.261, 0.057, 0.252], [0.076, -0.085, -0.049], [0.332, 0.292, 0.000], [0.489, -0.420, -0.298], [-0.236, -0.243, -0.060], [-0.120, 0.117, 0.106], [-0.501, -0.765, -0.120], [-0.077, -0.131, 0.098], [0.077, 0.104, -0.042], [-0.265, 0.135, -0.025], [0.010, -0.187, 0.592], [0.791, 0.369, 0.012], [-1.415, -0.717, 0.324], [0.587, 0.369, 0.355]]}



Entry 4:
{"formula": "C2H3N3O", "method": "ωB97M-V with the def2-TZVPD basis set", "e_homo_ha": -0.4098, "gap_ev": 11.55, "species": ["N", "C", "N", "C", "N", "O", "H", "H", "H"], "coordinates": [[1.74132, -0.09854, 0.03309], [0.61891, -0.38346, -0.46435], [-0.36973, 0.55231, -0.95092], [-1.19961, 0.41300, 0.00389], [-0.80892, -0.61957, 0.96360], [-0.05551, -1.46619, 0.04427], [1.99038, 0.85944, -0.19049], [0.06172, -0.18392, 1.38464], [-2.09178, 1.00852, 0.16637]], "forces_ev_per_a": [[0.108, -0.148, -0.897], [0.782, 0.235, 0.303], [-0.270, -0.023, 0.312], [0.179, 0.315, -0.168], [-0.075, 0.080, 0.106], [0.304, -0.103, -0.043], [0.240, 0.037, -0.393], [-1.360, -0.274, 0.795], [0.091, -0.118, -0.014]]}



Entry 5:
{"formula": "C3H16N2O3", "method": "ωB97M-V with the def2-TZVPD basis set", "e_homo_ha": -0.3224, "smiles": "CNCCN.O.O.O", "gap_ev": 9.16, "species": ["N", "C", "C", "N", "C", "H", "H", "H", "H", "H", "H", "H", "H", "H", "H", "H", "H", "O", "H", "H", "O", "H", "H", "O"], "coordinates": [[1.46032, 1.36384, 1.87919], [0.58436, 0.89030, 0.83961], [-0.64392, 0.11228, 1.33665], [-1.26848, -0.36564, 0.08768], [-2.59144, -0.97308, 0.28544], [2.04021, 2.14907, 1.61565], [2.16575, 0.66960, 2.10212], [0.12635, 1.69318, 0.25468], [1.08696, 0.32394, 0.05587], [-0.28414, -0.64581, 2.04643], [-1.39989, 0.73920, 1.80346], [-0.67287, -1.09736, -0.28682], [-2.58665, -2.08029, 0.35311], [-2.96357, -0.68140, 1.26549], [-3.19183, -0.89387, -0.61913], [3.56728, 1.25922, -1.93253], [2.57200, 2.47226, -1.42144], [2.92332, 1.59683, -1.31526], [-2.47006, 0.83052, -1.79945], [-1.50220, -0.20373, -2.48497], [-2.34701, 0.24086, -2.54425], [2.16244, -2.42510, -0.07801], [1.16212, -2.94642, 0.94654], [1.24266, -2.69425, 0.02034]], "forces_ev_per_a": [[0.666, 0.082, 0.703], [-0.964, 0.441, -0.632], [0.685, -0.024, -1.145], [-0.152, -0.848, 0.676], [0.492, -1.537, 0.032], [-0.366, 0.240, -0.337], [-0.284, -0.260, 0.112], [0.353, 0.464, 0.294], [0.132, -0.441, 0.131], [-0.423, -0.277, -0.017], [0.307, 0.227, 0.367], [0.217, 0.191, -0.123], [0.606, 0.127, 0.303], [-0.742, 0.513, -0.451], [-0.511, 0.952, 0.423], [-0.001, 0.865, -0.554], [0.412, 0.413, -0.873], [-0.368, -1.275, 1.398], [0.618, -0.185, 0.283], [0.172, 0.294, 0.536], [-0.784, -0.006, -1.127], [-0.066, 0.014, -0.037], [-0.028, -0.012, -0.043], [0.028, 0.041, 0.080]]}



Electronic energy
In order: -4921.3060 -1063.9585 -2310.4275 -317.3885 -459.0780
Unit: a.u.
M
In order: 921.92 433.78 559.05 85.07 128.17
Unit: g mol⁻¹
Relative energy (zero: lowest compared OMol25 entry of this formula, charge and spin)
In order: 18.03 0.00 23.86 90.23 36.41
Unit: kcal per mole